# 1
8 unconnected molecules or ions with the total composition H16O8 in a non-equilibrium geometry, computed with ωB97M-V with the def2-TZVPD basis set.

Computed properties:
total charge: 0
SMILES string: O.O.O.O.O.O.O.O
relative energy (zero: lowest compared OMol25 entry of this formula, charge and spin): 56.86 kcal per mole
max |F|: 1.07 eV/A

The geometry in XYZ format:
```
24
Properties=species:S:1:pos:R:3:forces:R:3
O 15.544 17.772 -11.160 0.005 -0.251 0.163
H 14.776 18.342 -11.138 -0.170 0.373 0.303
H 15.806 17.759 -12.081 0.187 -0.102 -0.261
O 12.062 14.732 -8.569 -0.660 -0.249 -0.002
H 11.905 14.632 -7.630 -0.120 -0.012 0.157
H 12.904 15.185 -8.624 0.509 0.125 -0.112
O 14.607 13.153 -10.908 0.018 0.048 -0.823
H 15.408 13.659 -11.046 0.089 0.091 -0.099
H 14.491 13.141 -9.958 -0.290 -0.218 0.405
O 15.018 12.550 -8.290 -0.273 -0.324 0.177
H 15.624 13.277 -8.143 0.466 0.128 0.112
H 14.965 12.107 -7.443 -0.231 -0.165 0.127
O 12.392 17.470 -11.343 -0.211 -0.024 -0.211
H 13.102 16.859 -11.145 0.183 -0.695 -0.103
H 12.746 18.034 -12.031 -0.087 0.126 -0.351
O 17.194 14.242 -8.140 -0.064 0.351 -0.017
H 17.846 13.818 -7.581 0.126 -0.126 0.277
H 17.641 14.369 -8.977 0.150 0.022 -0.316
O 14.575 15.665 -9.036 0.042 0.052 -0.015
H 14.863 16.384 -9.598 0.184 0.441 -0.195
H 15.385 15.232 -8.765 0.181 -0.041 0.264
O 12.863 18.655 -9.016 0.578 0.355 0.821
H 12.626 18.118 -9.772 -0.511 -0.122 -0.338
H 12.771 19.557 -9.323 -0.104 0.218 0.036
```
Forces are in eV/Å.

=====

# 2
C5H8N2 in the gas phase, computed with ωB97M-V with the def2-TZVPD basis set.

Computed properties:
total charge: 0
relative energy (zero: lowest compared OMol25 entry of this formula, charge and spin): 101.00 kcal per mole
max |F|: 0.51 eV/A

The geometry in XYZ format:
```
15
Properties=species:S:1:pos:R:3:forces:R:3
C -1.335 0.317 0.914 -0.131 0.047 0.152
C -0.955 -0.521 -1.392 0.189 -0.163 -0.123
N -0.256 0.038 -0.063 0.070 0.044 -0.039
C 0.780 -0.822 0.449 0.228 -0.008 0.028
C 1.950 -0.183 0.323 -0.099 -0.300 0.112
N 1.765 1.100 -0.236 -0.497 0.064 -0.088
C 0.511 1.205 -0.443 0.261 0.109 -0.041
H -2.031 1.005 0.437 0.100 -0.075 0.078
H -1.855 -0.624 1.098 0.070 0.124 -0.019
H -0.915 0.720 1.841 -0.038 -0.039 -0.098
H -0.195 -0.318 -2.164 -0.034 0.026 0.014
H -0.908 -1.610 -1.229 -0.082 0.088 0.040
H 0.512 -1.798 0.827 0.059 0.144 -0.084
H 2.944 -0.541 0.547 -0.140 0.029 -0.009
H -0.012 2.031 -0.908 0.044 -0.088 0.077
```
Forces are in eV/Å.

=====

# 3
2 unconnected molecules or ions with the total composition C3H10O2S, computed with ωB97M-V with the def2-TZVPD basis set.

Computed properties:
total charge: 0
SMILES string: OCCCS.O
relative energy (zero: lowest compared OMol25 entry of this formula, charge and spin): 4.60 kcal per mole
max |F|: 0.95 eV/A

The geometry in XYZ format:
```
16
Properties=species:S:1:pos:R:3:forces:R:3
O -1.484 -0.646 2.010 -0.393 -0.048 0.030
C -0.300 0.144 1.917 -0.164 -0.237 0.337
C 0.611 -0.315 0.775 -0.597 -0.321 -0.368
C 0.884 0.806 -0.208 0.271 -0.526 0.007
S 1.923 0.450 -1.654 0.565 0.028 -0.006
H -1.310 -1.491 2.436 0.188 0.126 -0.050
H -0.673 1.154 1.755 0.116 0.086 -0.130
H 0.204 0.146 2.892 0.120 0.019 -0.187
H 1.511 -0.764 1.134 0.862 -0.046 0.384
H 0.090 -1.143 0.281 -0.102 0.253 -0.161
H 1.366 1.622 0.318 0.162 0.265 -0.060
H -0.040 1.146 -0.613 -0.856 0.398 -0.081
H 1.709 -0.861 -1.832 -0.261 0.018 0.225
O -2.741 -0.536 -1.098 0.255 0.543 -0.703
H -2.889 -1.480 -1.181 -0.132 0.063 0.555
H -2.920 -0.213 -0.212 -0.033 -0.623 0.206
```
Forces are in eV/Å.

=====

E_HOMO
In order: -10.141; -7.212; -8.937
Unit: eV
Energy
In order: -611.492001; -304.674536; -668.942941
Unit: a.u.